No. 1
The following is a quantum chemistry calculation of 2 unconnected molecules or ions with the total composition C3H11N2S, from OMol25.

Structure (XYZ):
```
17
Properties=species:S:1:pos:R:3:forces:R:3:nbo_charge:R:1
H -2.71859 1.86715 0.64938 -1.0 2.9 2.0 0.248
C -0.94831 -0.95161 0.18753 -0.2 -1.6 0.8 -0.321
H 0.65458 0.69910 -0.29532 1.1 -0.7 -0.1 0.457
N -0.18455 1.22014 -0.14520 -2.6 0.2 1.3 -0.620
H -0.23643 2.20561 -0.27664 0.1 0.8 -0.2 0.427
H -1.70404 -1.31175 -0.57754 0.9 0.0 0.8 0.258
H 1.03911 -1.63015 0.56301 -0.3 0.0 0.4 0.402
H 5.33634 0.08847 -0.96334 -0.6 0.0 0.6 0.175
C -1.22196 0.51882 0.21654 0.3 -0.2 -2.6 0.493
S 4.29617 0.09994 -0.07232 1.4 -0.7 0.8 -0.354
C -2.67252 0.99811 0.14441 0.1 -4.9 0.0 -0.686
H 0.55535 -1.89834 -0.95664 -0.3 0.4 0.2 0.406
H -3.45603 0.13720 0.41760 2.0 2.0 0.2 0.269
H 5.04783 -0.51535 0.95996 -0.9 0.8 -1.3 0.180
N 0.44581 -1.26463 -0.16560 -0.6 0.1 -0.5 -0.871
H -1.25904 -1.41419 1.17930 0.2 0.5 -1.1 0.258
H -2.97370 1.15148 -0.86514 0.4 0.4 -1.2 0.277
```
Forces are in eV/Å.

Results
ΔE to the lowest compared entry with this formula, charge and spin	1.3378	eV
frontier orbital gap	8.005	eV
2S+1	1
total charge	+1
largest force on an atom	4.9	eV/Å
LUMO energy	-4.4396	eV

No. 2
The following is a quantum chemistry calculation of 2 unconnected molecules or ions with the total composition C4H12NO3, from OMol25.

Structure (XYZ):
```
20
Properties=species:S:1:pos:R:3:forces:R:3:nbo_charge:R:1
O 1.78781 3.07804 -0.22085 -2.4 -1.5 0.5 -0.636
H 1.16970 -2.37058 1.98753 0.4 1.3 -1.1 0.226
H 1.93182 -0.65779 1.74512 -1.4 -0.8 -0.2 0.234
H -0.48553 -2.14080 0.22010 1.3 1.9 -0.4 0.222
C 0.30152 -1.27375 0.22557 0.1 -0.4 1.2 -0.242
H -0.88452 0.53440 0.70142 0.7 -0.1 0.1 0.440
H -2.52792 -2.17367 -1.36990 -1.0 -1.7 1.0 0.461
H 1.10093 -1.40215 -0.55627 -1.3 0.0 0.6 0.223
H -1.20072 -0.09899 -0.76514 0.9 0.0 0.3 0.388
C 0.98986 -1.28763 1.64854 0.4 -1.2 -0.4 -0.654
O -0.19604 2.59859 0.81497 -1.9 -0.6 0.8 -0.749
H 0.26670 -1.07479 2.41555 -0.4 1.0 0.3 0.217
O -2.06929 -1.44613 -1.72908 0.0 1.5 -2.4 -1.072
H 1.54755 0.63911 -1.09204 -1.5 0.4 0.8 0.249
H -0.23897 3.45518 1.23497 0.6 0.7 -0.1 0.512
C 0.80034 2.33378 -0.00265 3.6 1.0 -0.9 0.674
N -0.38139 0.09789 -0.08339 0.0 -1.1 -1.4 -0.682
H 0.08515 1.40401 -1.80262 -0.2 -0.6 1.1 0.158
C 0.55156 1.08697 -0.77094 1.0 0.1 -1.2 -0.433
H -2.54856 -1.30165 -2.60090 0.9 0.1 1.3 0.463
```
Forces are in eV/Å.

Results
ΔE to the lowest compared entry with this formula, charge and spin	1.5055	eV
frontier orbital gap (spin up / spin down)	3.613 / 10.468	eV
2S+1	2
total charge	0
largest force on an atom	3.8	eV/Å
LUMO energy (spin up / spin down)	0.5758 / 0.3701	eV

No. 3
The following is a quantum chemistry calculation of 7 unconnected molecules or ions with the total composition C14H27Cl14NO, from OMol25.

Structure (XYZ):
```
57
Properties=species:S:1:pos:R:3:forces:R:3:nbo_charge:R:1
C -5.61241 -2.83452 0.07370 0.7 0.3 -0.4 -0.404
Cl 6.89640 1.65131 -4.00758 0.5 0.2 0.0 -0.059
N -4.66587 -1.92243 -0.59672 -0.2 0.8 0.3 -0.419
Cl 3.10472 -3.82742 -0.58828 -0.3 0.0 0.3 -0.056
Cl -1.99862 0.28256 3.60338 0.8 0.7 0.2 -0.055
Cl 1.57753 -0.85461 -0.06613 -0.5 0.5 0.1 0.033
C -2.20450 4.26096 0.62849 -0.6 -0.7 -0.6 -0.380
Cl -0.48937 -0.48873 -2.01530 -0.1 0.0 -0.2 0.079
H -6.41898 -3.18118 -0.57234 0.1 0.1 -0.3 0.197
H -0.63481 -1.40883 1.62086 0.2 -0.5 0.5 0.227
H -2.20198 -1.06034 1.16213 -0.6 0.0 0.3 0.235
C -3.66466 -2.46947 -1.49603 -0.4 -1.1 -0.4 -0.431
H 5.41014 -3.84674 -0.89462 0.0 0.2 -0.1 0.224
C -3.68635 3.70989 0.78100 2.5 -0.2 -0.6 -0.419
C 1.43049 1.63861 3.03421 0.6 0.3 1.5 -0.403
Cl -1.96479 -3.38958 1.35273 0.3 0.2 0.5 -0.078
H -1.66181 3.84894 -0.22229 -0.2 -0.8 0.2 0.220
Cl 2.00319 1.36892 5.82495 0.0 -0.3 -1.1 -0.047
H 4.35449 0.54749 -3.26258 0.2 0.6 0.1 0.237
H 0.42031 1.94406 3.30685 0.0 -0.4 -0.1 0.231
C 0.61505 0.36412 -0.96401 -0.3 0.1 0.5 -0.210
H -3.07973 -1.59704 3.55417 0.3 -1.2 -0.2 0.232
H -2.15878 5.30614 0.32252 -0.5 0.3 0.9 0.222
H 5.26960 2.75632 -5.29146 -0.2 -0.4 0.0 0.232
C 4.30107 1.15944 -4.16301 -1.2 -0.6 -1.0 -0.396
C -2.02390 -1.46974 3.31518 -0.5 0.3 -0.4 -0.390
Cl 1.75393 1.34252 -1.89501 -0.3 0.1 0.1 0.050
H 3.96447 -1.09729 -1.29585 0.1 -0.3 -0.7 0.219
H -1.32864 -2.03017 3.94019 -0.3 0.3 0.3 0.226
H 5.08665 3.05530 -3.58025 -0.1 -0.1 0.1 0.224
C -1.65883 -1.68922 1.86754 -0.2 0.3 -1.0 -0.391
Cl -0.38500 1.41336 0.13425 0.9 -0.7 -0.5 0.046
O -3.96764 0.25793 -0.87114 -1.8 -1.9 1.3 -0.664
H 4.92725 -1.53197 0.01451 0.5 -0.2 0.0 0.217
H 3.09199 0.42802 3.86267 0.3 0.8 0.3 0.218
Cl 2.34731 3.15579 2.99447 0.5 0.9 0.2 -0.076
H -4.25134 -3.15424 -2.10839 0.4 -0.5 -0.2 0.197
H -3.13989 -1.83140 -2.20707 -0.6 0.8 0.5 0.237
C 2.07423 0.69811 4.14430 -0.4 -0.1 -1.6 -0.385
Cl 6.27021 -1.10634 -1.94262 -0.6 -0.4 0.4 -0.051
H -4.18652 3.79163 -0.18401 -0.2 0.2 0.2 0.228
H 4.50962 -3.44631 -2.38808 0.2 0.1 0.1 0.226
H -3.71971 2.67300 1.11544 0.4 0.0 -0.4 0.233
H -6.06313 -2.28952 0.90311 0.1 -0.3 0.1 0.212
H 3.28977 1.51098 -4.36747 -0.1 0.1 0.5 0.223
C -4.74738 -0.60225 -0.37075 1.8 1.9 -1.4 0.518
Cl 4.55266 0.02053 -5.50103 0.1 -0.7 -0.5 -0.068
H -2.89516 -3.01029 -0.94514 -0.2 -0.1 0.0 0.216
C 4.60622 -3.24665 -1.32089 0.4 1.1 -0.3 -0.389
H 1.63476 -0.29927 4.13019 -0.8 0.3 0.3 0.214
H 1.49617 1.42463 1.96744 -0.2 -1.3 0.6 0.239
H -5.04083 -3.70305 0.40089 -0.2 0.0 0.3 0.213
Cl -1.19812 3.96073 2.10293 -0.5 0.3 -0.6 -0.068
H -5.59996 -0.32066 0.26644 0.2 0.1 0.1 0.121
Cl -4.42079 4.58932 2.06419 -1.2 1.0 0.8 -0.028
C 4.82506 -1.72101 -1.05410 -0.3 -0.7 0.3 -0.387
C 5.25643 2.26949 -4.31631 1.0 0.9 0.7 -0.393
```
Forces are in eV/Å.

Results
ΔE to the lowest compared entry with this formula, charge and spin	1.3592	eV
frontier orbital gap	9.596	eV
2S+1	1
total charge	0
largest force on an atom	3.0	eV/Å
SMILES	ClC(Cl)(Cl)Cl.CN(C)C=O.ClCCCl.ClCCCl.ClCCCl.ClCCCl.ClCCCl
LUMO energy	-0.1166	eV

No. 4
The following is a quantum chemistry calculation of a molecular structure, C31H34N6W, from OMol25.

Structure (XYZ):
```
72
Properties=species:S:1:pos:R:3:forces:R:3:lowdin_spin:R:1
N -2.69174 0.29436 0.08209 0.1 -0.4 0.1 0.010
H 4.14045 1.74675 -0.55943 -0.1 -0.3 -0.3 0.001
H -1.41795 3.04716 3.22719 0.0 0.0 0.0 0.001
H -6.52426 -0.12017 -0.41920 0.1 0.0 0.0 0.000
N -1.14551 2.47184 2.43651 1.2 -3.0 -4.1 0.064
H -0.97296 -4.05221 -0.93417 0.2 0.3 -0.3 0.000
H 0.84500 4.41009 1.49976 0.2 -0.1 -0.3 0.000
C 3.04692 3.25654 2.63183 -0.2 0.2 0.0 0.002
H 3.84732 1.52553 -2.31368 0.1 -0.3 0.3 0.001
C -1.43379 -2.94954 2.62860 0.0 0.1 0.1 -0.003
C -3.46972 1.34258 -0.32865 -0.3 0.1 0.1 0.010
H 0.33759 -2.88854 -0.60213 -0.2 0.0 -0.2 0.000
H 1.23160 -1.69589 4.33359 -0.3 -0.1 -0.2 0.000
W -0.51969 0.44698 -0.05534 -1.1 -1.9 0.2 1.598
H -2.21227 -3.71074 2.61874 0.2 0.1 0.2 0.000
C 3.94101 2.42677 3.29675 0.1 -0.2 -0.1 0.016
C -2.94045 -1.58107 -3.56110 -0.2 -0.2 0.0 -0.017
C -1.49637 -1.95581 1.65231 0.2 0.3 -0.1 0.018
H 2.94591 4.30021 2.92872 0.1 -0.2 0.0 0.000
H 4.54283 2.79545 4.12778 -0.2 0.0 -0.2 0.001
C 1.42303 3.77757 0.80854 0.1 0.8 -0.2 0.004
C -4.81824 1.22730 -0.53989 -0.1 0.1 0.0 0.000
H 4.51583 -0.96106 0.87826 -0.4 0.1 0.3 0.000
H 2.95462 -1.32531 -3.24544 -0.1 0.2 0.0 0.009
H 0.72002 3.30861 0.11157 0.1 0.0 0.0 0.003
C -2.56740 -0.24153 -3.51410 0.4 0.8 0.4 0.009
N 0.45807 -0.44029 -1.46090 2.4 -0.3 -2.5 -0.051
C 2.42137 1.46342 1.13834 0.6 0.8 1.0 0.018
C 2.27801 2.80064 1.56414 -0.2 -0.1 -0.2 0.010
C 0.38120 -0.90242 2.56577 -0.4 -0.2 0.1 0.015
C 2.39705 0.61316 -1.06988 0.7 1.9 3.2 0.022
C -0.46038 -2.89485 3.61001 0.2 0.1 -0.3 0.019
H 4.48755 0.16417 -1.33880 -0.3 0.4 0.0 0.001
H -0.40204 -3.65899 4.38523 -0.1 0.2 -0.1 0.001
H -3.12050 -2.83585 0.82169 0.3 0.3 0.0 0.000
H -3.11328 0.50929 -4.08794 0.1 -0.2 0.1 0.000
C -5.45382 -0.00718 -0.28686 0.5 0.2 0.0 0.003
C -1.14491 -2.21988 -2.06602 -0.3 -1.4 0.0 -0.009
C -0.32322 -3.28580 -1.38720 0.2 -0.2 0.1 -0.002
C 4.08444 1.10649 2.87159 -0.1 0.3 0.1 0.001
C 1.67977 -0.16341 -1.99720 -3.4 -1.7 -0.3 0.105
H 1.03458 -0.04149 2.56335 0.1 0.0 -0.2 0.001
H -0.60097 1.79632 -1.63954 0.0 0.7 -0.2 0.007
H -0.09053 1.75673 -3.31995 -0.4 0.0 0.2 0.000
H -1.77782 2.29152 -2.91220 0.4 -0.2 0.2 0.000
H 1.29712 -1.10208 -3.88398 0.3 0.1 0.2 0.000
C -0.97565 1.57069 -2.68653 -0.2 -0.5 0.2 -0.003
H 2.46943 0.25309 -3.92552 0.0 -0.4 0.3 0.006
C -0.85001 1.79923 1.49951 -1.2 4.3 5.4 0.025
C 3.55310 -0.81617 1.40853 0.3 -0.4 -0.1 0.001
C 3.34532 0.62590 1.79877 0.2 -0.7 -0.2 0.009
C -4.67785 -1.06201 0.15348 -0.2 0.0 -0.1 0.000
C -0.76660 -0.87541 -2.05618 1.0 0.7 0.4 -0.020
H 0.33238 -3.80901 -2.11508 -0.4 0.3 0.3 -0.001
H -5.36645 2.10211 -0.88991 0.0 -0.3 0.2 0.000
H 2.05341 4.46381 0.19790 -0.4 -0.4 0.4 0.001
C 2.11409 -0.61551 -3.33181 -0.2 0.1 -0.3 0.021
H 4.78857 0.44470 3.37763 -0.2 0.1 -0.1 0.000
H -2.98286 2.30976 -0.46750 0.0 -0.3 0.0 0.003
H -2.61744 -3.58493 -2.85632 0.2 0.2 0.0 0.000
N -0.56382 -0.96345 1.56462 -0.2 -0.1 -0.1 0.023
N -2.55733 -1.98781 0.74965 0.0 0.1 -0.1 0.011
C -3.31041 -0.89350 0.33066 0.5 0.5 -0.1 0.006
H 2.75703 -1.20009 0.75290 0.2 -0.1 0.3 0.000
H 3.60419 -1.44573 2.31503 0.0 0.2 -0.5 0.000
C 0.45856 -1.82652 3.57527 0.0 0.1 0.0 0.000
C 3.79966 1.03484 -1.32458 0.2 0.0 0.1 0.002
C -2.26955 -2.55364 -2.82266 0.2 0.0 0.3 0.010
C -1.47342 0.13820 -2.74066 -0.6 0.4 -1.4 -0.007
N 1.68625 0.95844 0.03570 0.5 -0.6 -2.0 0.048
H -3.77676 -1.87399 -4.19374 0.1 0.0 0.1 -0.001
H -5.08730 -2.03838 0.39209 -0.2 0.2 -0.1 0.000
```
Forces are in eV/Å.

Results
frontier orbital gap (spin up / spin down)	5.287 / 4.689	eV
2S+1	3
total charge	+4
largest force on an atom	7.1	eV/Å
LUMO energy (spin up / spin down)	-14.0666 / -14.6566	eV

No. 5
The following is a quantum chemistry calculation of CH4P2 in the gas phase, from OMol25.

Structure (XYZ):
```
7
Properties=species:S:1:pos:R:3:forces:R:3:nbo_charge:R:1
H -0.71886 -1.71817 -0.16297 0.4 -0.4 0.0 -0.030
H 2.12162 0.09144 -1.16686 0.0 0.4 -0.7 -0.004
H 1.89335 0.94456 0.70134 0.1 0.5 0.1 -0.004
P -0.60575 -0.34204 -0.05312 0.1 -0.9 0.1 0.438
H -2.30146 1.21021 0.31474 -0.1 0.0 0.4 0.165
C -2.16411 0.12274 0.25764 1.1 0.9 -0.6 -0.630
P 1.77522 -0.30873 0.10924 -1.4 -0.5 0.7 0.064
```
Forces are in eV/Å.

Results
ΔE to the lowest compared entry with this formula, charge and spin	2.9313	eV
frontier orbital gap	8.083	eV
2S+1	1
total charge	0
largest force on an atom	1.6	eV/Å
SMILES	C#[PH]P
LUMO energy	-0.5921	eV